Entry 1:
{
  "formula": "C20H41BN7O2S6Sr",
  "method": "ωB97M-V/def2-TZVPD",
  "e_above_lowest_kcal_mol": 0.00,
  "charge": -1,
  "species": ["C", "N", "H", "C", "C", "H", "H", "H", "H", "H", "C", "H", "S", "H", "C", "H", "H", "O", "S", "H", "C", "S", "H", "H", "H", "C", "H", "S", "N", "C", "C", "S", "H", "H", "H", "N", "H", "H", "C", "H", "H", "H", "C", "S", "N", "C", "O", "C", "H", "C", "H", "H", "Sr", "H", "N", "H", "H", "H", "H", "N", "H", "B", "H", "H", "H", "C", "C", "C", "H", "C", "H", "H", "C", "H", "H", "N", "C", "H"],
  "xyz": [[3.41175, 2.03969, 2.42012], [-1.97051, -1.89440, -0.95961], [-3.47767, 1.37766, -1.03081], [3.34906, -0.06470, 3.81190], [2.17455, -0.85343, 4.42059], [-0.74927, 3.23159, -2.93618], [-3.83563, 0.19058, 2.28247], [1.96202, -1.76081, 3.85309], [2.69410, 2.74172, 2.00345], [-0.99862, -2.30151, -3.33932], [-3.06972, -0.35594, 1.70634], [4.10042, 0.20747, 4.55968], [3.22796, -4.65890, -2.00949], [-1.35248, 0.71176, 1.89817], [-2.60893, 1.89192, 0.87003], [-1.25447, 0.41203, -5.16156], [3.10964, 0.36986, -2.43086], [5.06424, -6.04114, -0.69287], [4.65442, -3.62436, 0.30621], [-3.41409, -2.22254, -2.48270], [4.45174, -5.00285, -0.77865], [1.60842, -2.23525, -2.51069], [-1.28440, -1.79938, 4.85559], [-3.38256, 3.10796, -0.71229], [-2.15763, -1.39099, -4.30254], [-3.77465, -1.18802, 0.64939], [-0.38479, -3.58093, 4.67030], [3.34664, -0.96838, 0.33774], [-2.07338, 0.57823, 1.19317], [-1.70810, 2.78111, -2.66067], [2.23358, 3.86095, -1.56165], [1.70321, 2.16097, -1.79878], [-4.65068, -1.63935, 1.12662], [-0.87872, 2.66152, -0.78232], [-2.44436, 3.60644, -2.65500], [-1.58224, 2.19367, -1.34072], [-2.40839, 2.36968, -4.63033], [-1.36195, -2.68911, -1.15314], [-1.62112, -1.40311, -3.34272], [0.11182, -0.20852, 4.36963], [4.17636, 2.58262, 2.98522], [3.82784, -0.60531, 2.99219], [3.48597, -2.54213, -0.43517], [0.28794, 2.29977, 2.98663], [-0.10464, -1.82601, 1.81343], [1.38895, 1.13925, 3.53291], [1.39338, 1.68923, -0.40452], [-0.50041, -2.26540, 2.80577], [-0.07351, 1.39589, -4.30016], [-1.00159, 0.83027, -4.17230], [3.57539, 1.93640, -3.19057], [-2.99440, 1.23245, -3.44383], [0.43660, -0.54818, -0.34788], [-3.63705, -3.05583, -0.39988], [1.07380, 0.09324, 4.31950], [-2.20918, -3.27310, 3.88667], [-2.58631, -1.02337, 2.41455], [2.46389, 4.30621, -2.52905], [-2.40977, -2.83401, 0.84772], [-0.73127, -0.24878, -3.22716], [3.98964, 1.57223, -1.46093], [-1.13626, -2.78952, 4.16220], [2.35782, -1.12464, 5.46074], [-3.10288, -0.54020, -2.05391], [-3.56341, 2.05534, 1.39244], [-2.62030, -1.50743, -2.20692], [2.83469, -3.02712, -1.50537], [-2.94875, -2.32219, 0.05089], [-1.91546, 2.64785, 1.25470], [3.27258, 1.43733, -2.26840], [3.88958, 1.47921, 1.61525], [1.41258, 4.39686, -1.09061], [-2.10586, 1.79163, -3.75067], [0.21213, -0.57130, -3.41917], [-4.17198, -0.54985, -0.14438], [2.70317, 1.13158, 3.28371], [-2.83179, 2.15408, -0.60889], [3.10327, 3.87170, -0.90636]],
  "lowdin_charge": [-0.073, -0.116, 0.095, -0.125, -0.124, 0.092, 0.113, 0.106, 0.035, 0.073, -0.223, 0.117, 0.909, 0.002, -0.229, 0.110, 0.011, -0.104, 0.917, 0.120, -1.051, 0.397, 0.001, 0.114, 0.116, -0.168, -0.002, 0.410, -0.076, -0.248, -0.233, 0.801, 0.113, 0.079, 0.108, -0.064, 0.108, 0.095, -0.234, 0.087, 0.088, 0.057, -1.183, 0.614, 0.032, -0.818, -0.725, -0.292, 0.103, -0.235, 0.060, 0.102, 1.046, 0.111, 0.033, -0.001, 0.084, 0.056, 0.103, -0.103, 0.052, -0.438, 0.114, 0.086, 0.114, -0.226, -1.181, -0.218, 0.078, -0.255, 0.048, 0.055, -0.176, -0.017, 0.092, -0.153, -0.225, 0.061]
}

---

Entry 2:
{
  "formula": "C20H41Br2ClO10S",
  "method": "ωB97M-V/def2-TZVPD",
  "smiles": "CC[C@H](Cl)[C@]1([C@H](Br)[C@@H](C)Br)COS(=O)(=O)O1.COCCOCCOC.COCCOCCOC",
  "species": ["O", "C", "H", "H", "H", "C", "C", "H", "O", "H", "H", "H", "C", "H", "C", "H", "O", "O", "H", "C", "C", "C", "C", "H", "H", "H", "H", "S", "H", "H", "O", "H", "H", "H", "H", "O", "H", "H", "H", "H", "O", "H", "H", "H", "C", "H", "O", "H", "Br", "Cl", "C", "C", "H", "H", "C", "H", "O", "C", "H", "H", "Br", "C", "H", "O", "H", "C", "H", "H", "H", "C", "C", "C", "C", "H", "H"],
  "xyz": [[0.15248, -1.19615, 5.63550], [0.45982, 4.29473, -1.04947], [1.22252, 3.57566, -1.38713], [-4.64543, 3.77348, -1.47341], [4.15042, -0.98919, -4.92318], [-2.06951, 2.68894, -0.34768], [2.02342, -2.75325, 6.03167], [0.15103, -2.87887, -0.86987], [3.37225, -2.74878, -4.14239], [-1.39942, -2.67418, -1.72424], [-1.64561, -2.97909, 1.53266], [-5.17986, 5.38525, -1.00009], [2.65396, -0.54515, -3.45450], [-0.76318, 2.16239, -2.02041], [3.79245, -1.40394, -3.97432], [1.37743, -2.10279, -5.23370], [-1.88297, 0.65835, 1.07445], [-4.29828, 0.38811, 1.36240], [-0.55501, 0.99648, -0.36087], [0.52482, -2.54112, 5.91560], [3.97584, -2.34966, 4.78206], [4.10081, -3.41942, -5.14819], [-3.85901, 4.47410, 0.41697], [-0.31217, 2.10784, 0.90825], [5.15558, -3.51303, -4.86762], [-1.55918, -1.26484, 3.65063], [4.61344, -1.39811, -3.24624], [-3.32551, 0.48465, 0.26412], [3.67554, -4.41543, -5.26202], [2.45205, -1.95493, 6.64770], [-0.15688, -2.61698, 2.92836], [-1.03000, -2.19270, -4.35766], [-0.39996, -1.24954, -1.30351], [-3.83732, 5.45509, 0.91471], [0.07466, -3.23192, 5.20236], [2.63176, -2.77655, 4.74838], [-0.90212, -4.40160, 2.30539], [-3.52700, 5.22853, -1.63179], [-0.38916, 4.35689, -3.01596], [0.30237, -0.81925, -5.75667], [-3.45940, -0.76771, -0.51168], [2.17653, -0.99499, -2.58301], [-1.73328, 4.76422, 0.38191], [2.21691, -3.72115, 6.51098], [-4.30188, 4.72070, -1.04533], [4.01433, -2.89605, -6.10672], [1.69330, -0.19770, -4.44657], [4.58926, -3.04130, 5.36993], [-2.12612, 3.50000, 2.49489], [-2.76123, 2.71708, -3.12065], [-2.39485, 3.90838, 0.56006], [-0.79288, 4.29296, -2.00030], [0.22252, 0.35907, 4.36798], [0.08426, -2.76040, 6.89126], [0.81853, -1.23340, -4.88715], [-0.66812, -0.70204, -3.44065], [0.32304, -2.42604, -2.84430], [-1.12758, 1.63400, 0.34343], [3.08190, 0.40634, -3.12726], [-2.04958, -3.40962, 3.22275], [-5.22383, 3.44803, 1.42993], [-0.37687, -2.29817, -1.62509], [-1.40884, 5.15512, -1.72004], [-3.26046, 1.88556, -0.58582], [1.44847, -0.85355, 4.04081], [-0.53314, -1.28990, 3.26746], [0.20398, 4.01446, -0.01534], [0.89237, 5.30528, -1.02117], [-0.47488, -0.68518, 2.35828], [0.40222, -0.71824, 4.31802], [-0.23692, -1.61614, -3.86610], [-1.51075, 2.93910, -1.80656], [-1.25255, -3.38401, 2.47172], [4.05327, -1.33806, 5.19577], [4.34719, -2.33068, 3.75824]],
  "lowdin_charge": [-0.125, -0.078, 0.085, 0.045, 0.126, -0.440, -0.200, 0.092, -0.201, 0.092, 0.083, 0.084, -0.183, 0.098, -0.201, 0.119, -0.241, -0.308, 0.125, -0.179, -0.116, -0.112, -0.719, 0.109, 0.088, 0.135, 0.127, 0.708, 0.089, 0.125, -0.199, 0.131, 0.069, 0.082, 0.120, -0.202, 0.089, 0.067, 0.111, 0.127, -0.256, 0.118, 0.085, 0.127, -0.143, 0.087, -0.132, 0.088, 0.770, 0.679, -0.569, -0.239, 0.125, 0.127, -0.176, 0.120, -0.195, -0.213, 0.123, 0.090, 0.714, -0.101, 0.092, -0.274, 0.119, -0.193, 0.055, 0.084, 0.106, -0.174, -0.195, -0.546, -0.101, 0.087, 0.087]
}

---

Entry 3:
{
  "formula": "C20H41ClN7O5P3",
  "method": "ωB97M-V/def2-TZVPD",
  "e_above_lowest_kcal_mol": 0.00,
  "smiles": "O=C1c2ccccc2C(=O)N1P(O)Cl.CN(C)P(=O)(N(C)C)N(C)C.CN(C)P(=O)(N(C)C)N(C)C",
  "species": ["C", "H", "O", "H", "H", "H", "H", "H", "H", "C", "H", "O", "H", "C", "H", "H", "C", "C", "N", "H", "O", "C", "H", "C", "H", "N", "P", "H", "H", "C", "N", "H", "O", "P", "H", "H", "C", "C", "H", "H", "C", "C", "N", "H", "C", "C", "N", "C", "C", "C", "H", "N", "O", "H", "N", "H", "H", "H", "P", "H", "C", "H", "H", "H", "C", "H", "C", "H", "H", "H", "H", "H", "H", "H", "Cl", "H", "H"],
  "xyz": [[-2.53349, -6.89767, -2.73099], [2.11603, 3.49789, 0.71048], [-1.46769, 4.34911, 0.97778], [1.60790, 4.58687, 4.50073], [-3.54820, -6.88607, -3.13342], [-0.24393, 5.26113, -0.96489], [-2.30376, -3.00579, -4.79770], [-0.38477, 2.81817, 4.32598], [2.85599, 5.08262, 0.93121], [5.41884, -1.87284, 1.08695], [-2.05909, -7.74590, -3.22557], [5.96360, -2.76269, 1.66847], [3.35960, -3.72047, 0.15284], [3.98306, -1.72814, 0.58115], [-1.35947, 6.54756, -0.46763], [0.37580, 8.18043, 0.75960], [-4.85333, -4.32448, -3.04413], [-1.23083, 3.33433, 3.85061], [-3.49148, -3.91164, -3.30598], [0.11054, -6.38218, -2.44322], [-0.73871, -4.03171, -1.62389], [2.48108, 4.19973, 1.46316], [-3.04225, -5.22247, 0.79567], [-3.22158, -3.58937, -4.70979], [4.79083, 0.46531, -1.61923], [5.98535, -0.58182, 0.73397], [6.53243, -0.67773, -0.91972], [-4.65229, -4.72879, 0.22863], [-0.81086, 6.67823, 3.83240], [1.82987, -2.21781, -0.23658], [-1.81727, -5.66647, -3.02078], [-4.93079, -5.33860, -2.65188], [5.19928, 1.42983, 1.59060], [-2.08757, -4.10992, -2.31891], [1.54864, 6.19651, 3.77652], [-2.54643, -7.13704, -1.66398], [0.25668, 7.41429, 1.52666], [-3.13624, -2.66864, -0.30513], [-0.36183, -6.72434, -4.12586], [1.10222, -2.96428, -0.58879], [-0.41683, -5.98892, -3.31979], [3.66582, -0.34430, 0.58811], [-3.08243, -3.98339, -0.92668], [-2.02275, 3.43736, 4.59302], [1.48938, -0.88084, -0.20548], [-3.64754, -5.02205, -0.09818], [1.41948, 4.57794, 2.39902], [-0.31614, 6.21322, -0.44332], [4.97268, 0.37978, 1.07436], [2.39589, 0.09254, 0.20433], [-2.36661, 5.86594, 4.05659], [0.19152, 6.09192, 0.92802], [5.74871, 0.48785, -1.76464], [2.98794, 5.22207, 3.62759], [-0.81414, 4.62235, 3.31867], [1.13596, 7.53313, 2.16294], [-4.01818, -2.98146, -5.14281], [0.29551, 6.91814, -1.01204], [-0.17212, 4.59970, 1.72634], [-2.18399, -2.14001, -0.40455], [1.89819, 5.17467, 3.62646], [2.15241, 1.15106, 0.22623], [-3.10194, -4.49737, -5.31285], [-1.61965, 2.68358, 3.06263], [-1.27737, 5.73644, 4.11011], [-0.65285, 7.67420, 2.07635], [3.07390, -2.67255, 0.17281], [-1.00296, 5.58383, 5.16102], [0.48806, -0.58136, -0.50693], [-3.78787, -5.95998, -0.62873], [-5.35063, -3.65192, -2.34111], [-3.91411, -2.04933, -0.77240], [-5.44008, -4.30772, -3.96347], [-3.35131, -2.73119, 0.76183], [8.50695, 0.01063, -0.91868], [3.30924, 3.69903, 1.96796], [0.11194, -5.10811, -3.67803]],
  "lowdin_charge": [-0.122, 0.054, -0.290, 0.081, 0.070, 0.065, 0.071, 0.074, 0.082, -0.428, 0.079, 0.158, 0.130, -0.113, 0.082, 0.078, -0.107, -0.131, -0.323, 0.082, -0.295, -0.127, 0.086, -0.132, 0.051, -0.178, 0.590, 0.085, 0.048, -0.050, -0.305, 0.061, 0.152, 0.732, 0.061, 0.071, -0.125, -0.124, 0.079, 0.090, -0.149, -0.083, -0.352, 0.080, -0.057, -0.129, -0.320, -0.153, -0.386, -0.005, 0.085, -0.308, -0.316, 0.089, -0.354, 0.070, 0.079, 0.078, 0.721, 0.060, -0.106, 0.103, 0.079, 0.067, -0.132, 0.071, 0.005, 0.084, 0.112, 0.047, 0.082, 0.076, 0.088, 0.082, 0.187, 0.074, 0.067]
}

---

| no. | DFT total energy (a.u.) | highest occupied orbital energy (eV) |
| --- | --- | --- |
| 1 | -3765.3678 | -3.78 |
| 2 | -7545.2588 | -9.05 |
| 3 | -3030.2795 | -8.04 |